[1]
ORCA calculation (ωB97M-V/def2-TZVPD) on a molecular structure, C26H64CaN3O10 at a distorted geometry.

```
104
Properties=species:S:1:pos:R:3
Ca 1.64962 1.73840 1.43466
C -0.83784 -1.21578 -0.49108
C 0.01267 -0.13523 0.11546
O -0.47704 0.63587 0.99931
O 1.25948 -0.05945 -0.13259
H -0.31459 -1.82376 -1.22081
H -1.69285 -0.75150 -0.99163
H -1.26074 -1.78439 0.33591
C -1.19554 -1.36606 -6.43982
O -1.16913 -2.01668 -5.18339
C -2.28508 -1.87365 -4.35915
C -2.57095 -3.15907 -3.57730
N -2.26071 -4.33232 -4.42405
C -2.35562 -5.62063 -3.73026
C -3.50160 -5.74828 -2.76486
O -3.23896 -5.06380 -1.55541
C -4.36612 -5.01804 -0.70503
H -1.87020 -0.51289 -6.45383
H -1.41524 -2.10451 -7.21852
H -0.17064 -1.05458 -6.66075
H -3.20249 -1.61641 -4.90103
H -2.08610 -1.05270 -3.65163
H -3.63250 -3.13079 -3.32570
H -2.01994 -3.25031 -2.63249
H -1.29518 -4.15731 -4.67847
H -1.43065 -5.93081 -3.22760
H -2.56814 -6.37283 -4.49820
H -3.65495 -6.81652 -2.55236
H -4.42558 -5.39614 -3.24894
H -4.52769 -5.99535 -0.24351
H -5.25926 -4.67274 -1.24006
H -4.17557 -4.26395 0.05953
C -0.96943 1.76290 4.29931
O 0.32805 2.21598 3.94289
C 0.96244 2.98766 4.92364
C 2.41811 2.99025 4.55778
N 2.63531 3.33861 3.11086
C 2.14703 4.67790 2.68963
C 0.67211 4.68461 2.34598
O 0.32248 3.63690 1.45913
C -1.01577 3.76053 1.02359
H -0.94939 1.27473 5.27780
H -1.28169 1.07728 3.52135
H -1.67343 2.60077 4.35190
H 0.84659 2.55224 5.92558
H 0.57753 4.01472 4.98925
H 2.74423 1.94489 4.58986
H 3.08329 3.51424 5.24774
H 3.65152 3.38880 3.13357
H 2.76828 5.06349 1.88016
H 2.32969 5.40150 3.49861
H 0.44791 5.64374 1.85132
H 0.03482 4.71824 3.23192
H -1.71797 3.90084 1.85049
H -1.27257 2.85813 0.47502
H -1.13482 4.63131 0.36470
C 1.73737 4.08675 -1.21847
O 2.36584 3.02091 -0.51480
C 3.52496 2.57163 -1.20742
C 4.04980 1.29828 -0.59171
N 4.01139 1.25228 0.88045
C 4.20718 -0.18434 1.26636
C 3.85762 -0.37618 2.71997
O 2.51312 0.05095 2.85283
C 1.86920 -0.53813 3.97386
H 1.72686 3.86587 -2.29255
H 2.27990 5.02622 -1.09737
H 0.70055 4.12335 -0.91078
H 4.26090 3.39126 -1.23431
H 3.32372 2.37618 -2.26686
H 5.06674 1.13408 -0.96596
H 3.43663 0.50821 -1.02395
H 4.86929 1.70629 1.18268
H 5.23700 -0.49067 1.05491
H 3.54706 -0.78998 0.64948
H 4.52796 0.10088 3.44285
H 3.91623 -1.45514 2.91545
H 1.89538 -1.62606 3.87465
H 0.83340 -0.21885 4.02156
H 2.32538 -0.24999 4.92790
C 2.06204 -0.36594 -3.55064
C 1.94015 -1.81458 -3.13220
C 2.79062 -2.73516 -3.96566
O 2.42639 -1.95258 -1.79117
H 1.36485 0.28140 -3.01565
H 1.90132 -0.21528 -4.62321
H 3.09612 -0.04149 -3.38296
H 0.88223 -2.10440 -3.16854
H 3.84028 -2.49800 -3.77424
H 2.61936 -2.63526 -5.03709
H 2.62726 -3.76813 -3.66096
H 1.96733 -1.31767 -1.21441
C -5.18247 1.17433 2.88484
C -4.66345 -0.25554 2.69092
C -3.98307 -0.42150 1.33664
O -3.65203 -0.48771 3.71523
H -5.84832 1.42990 2.05525
H -4.35125 1.87914 2.81763
H -5.70721 1.25266 3.83263
H -5.45776 -0.97750 2.84910
H -3.06310 0.12656 1.14502
H -4.71599 -0.35108 0.52712
H -3.70968 -1.48467 1.26279
H -2.88225 -0.01937 3.38228
```

The net charge is +1. Its HOMO energy is -10.02 eV.

Results of the Löwdin charge analysis, in e, for atoms 1 through 2: Ca 1.4853; C 0.0277


[2]
ORCA calculation (ωB97M-V/def2-TZVPD) on a single C4H7NO molecule at a distorted geometry.

```
13
Properties=species:S:1:pos:R:3
C 1.58509 -0.59316 0.39375
N 0.79178 -1.48792 -0.41413
C 0.63820 -0.04440 -0.58541
C -0.42148 0.76628 0.04118
C -1.83890 0.57395 -0.15932
O -1.21029 0.17223 1.06001
H 1.41558 -0.50478 1.46797
H 2.63096 -0.37657 0.09532
H 0.07409 -1.83847 0.22141
H 1.00332 0.32769 -1.54300
H 0.02536 1.82323 0.28558
H -2.50958 1.42280 -0.06981
H -2.18414 -0.24087 -0.79355
```

The net charge is 0. The energy above the lowest of the compared OMol25 structures with the same formula, charge and spin comes out at 77.2 kcal per mole. The structure (SMILES) is C1N[C@H]1[C@H]1CO1. Its HOMO energy is -9.46 eV.

Results of the natural (NBO) charge analysis, in e, for atoms 1 through 2: C -0.2542; N -0.5670


[3]
ORCA calculation (ωB97M-V/def2-TZVPD) on a molecular structure, C41H39I2N8O6Rb.

```
97
Properties=species:S:1:pos:R:3
Rb 0.53233 0.38360 -0.23614
O 0.11997 1.08959 -5.08437
C -0.41430 1.16905 -3.95382
N -0.18076 1.97912 -2.94757
C 0.69675 3.05951 -3.12551
C 0.42591 4.03051 -4.09170
C 1.21195 5.16447 -4.24010
C 2.30818 5.34329 -3.40825
C 2.59839 4.38870 -2.44634
C 1.81477 3.24124 -2.27384
N 2.05959 2.34898 -1.23995
C 3.25184 1.85264 -1.01329
O 4.31643 1.91942 -1.66725
C 3.33049 1.07640 0.29970
C 3.24055 1.77763 1.50569
C 3.46478 1.11352 2.69534
C 3.73437 -0.24889 2.66132
C 3.77935 -0.86417 1.42231
N 3.60543 -0.22971 0.26565
C -1.59200 0.22516 -3.73774
C -2.44433 0.05105 -4.83902
C -3.54810 -0.76720 -4.73317
C -3.76767 -1.42932 -3.52853
C -2.86474 -1.21526 -2.50347
N -1.80775 -0.41110 -2.58614
H -0.42961 3.87386 -4.73931
H 0.96869 5.90316 -4.99752
H 2.94268 6.21841 -3.50971
H 3.45491 4.51251 -1.79441
H 3.00113 2.83233 1.48913
H 3.40951 1.64374 3.63957
H 3.88701 -0.81959 3.56911
H 3.97457 -1.93341 1.35318
H -2.19429 0.57440 -5.75092
H -4.22810 -0.89433 -5.56808
H -4.61774 -2.08481 -3.38185
H -3.00553 -1.70949 -1.54423
C -3.60792 -4.49274 0.81124
N -3.13777 -3.16055 1.11691
C -4.08332 -2.26294 1.76118
C -1.97260 -2.63972 0.61812
O -1.65035 -1.48367 0.76548
C -1.09258 -3.62487 -0.15256
O 0.04939 -2.93409 -0.53822
C 0.87626 -3.60637 -1.44569
C 1.83563 -2.54111 -2.00208
O 1.61375 -1.37691 -1.79182
N 2.91052 -2.97819 -2.70896
C 3.16725 -4.34255 -3.09160
C 3.88496 -1.99772 -3.17036
H -4.37166 -4.76447 1.53827
H -2.80526 -5.22685 0.88157
H -4.05108 -4.55747 -0.19010
H -4.37339 -2.65778 2.73720
H -4.97798 -2.13380 1.14432
H -3.60418 -1.29792 1.89152
H -1.64665 -3.99960 -1.02706
H -0.84749 -4.48953 0.48408
H 0.28916 -4.03487 -2.27141
H 1.42231 -4.41841 -0.94620
H 2.34165 -5.00013 -2.83005
H 4.07716 -4.71644 -2.60891
H 3.31341 -4.39949 -4.17443
H 3.66309 -1.03020 -2.72606
H 3.85266 -1.91004 -4.26001
H 4.88640 -2.30904 -2.86326
I 0.69980 4.21621 3.99182
C 0.48606 2.18739 4.50075
C 0.49268 1.79627 5.82418
C 0.42893 0.45610 6.15161
I 0.44811 -0.04596 8.21915
C 0.41783 -0.54197 5.16216
C 0.43934 -1.93296 5.40291
C 0.50184 -2.80913 4.35116
C 0.53613 -2.29815 3.04693
N 0.48322 -1.01476 2.78420
C 0.41464 -0.13034 3.78881
C 0.37498 1.29028 3.39335
O 0.29538 1.64855 2.20884
H 0.56069 2.54101 6.60583
H 0.42009 -2.29507 6.42283
H 0.54020 -3.87896 4.52041
H 0.60762 -2.95830 2.18421
N -2.01574 1.81885 -0.57384
C -2.27601 2.66020 0.48409
C -2.67597 2.14123 1.72485
C -3.06159 2.98086 2.75231
C -3.07516 4.35946 2.57501
C -2.66289 4.88223 1.35606
C -2.26938 4.05161 0.32087
H -1.43014 2.15690 -1.34558
H -1.76217 0.87251 -0.33228
H -2.64754 1.06635 1.86958
H -3.33612 2.56239 3.71481
H -3.35037 5.01611 3.39135
H -2.64659 5.95779 1.21722
H -1.93394 4.46574 -0.62350
```

The net charge is -2. The energy above the lowest of the compared OMol25 structures with the same formula, charge and spin comes out at 23.7 kcal per mole. Its HOMO energy is -1.33 eV.

Results of the Löwdin charge analysis, in e, for atoms 1 through 2: Rb 1.0091; O -0.0454


[4]
ORCA calculation (ωB97M-V/def2-TZVPD) on 2 unconnected molecules or ions with the total composition CBrIN4 at a distorted geometry.

```
7
Properties=species:S:1:pos:R:3
C 1.29705 0.20658 -1.24192
N 0.62617 0.11864 -2.15088
N -1.00260 -1.93794 1.23716
N -1.02375 -0.83354 1.02629
N -0.80403 0.33664 0.93698
Br -1.78679 1.71236 0.03638
I 2.69394 0.39726 0.15600
```

The net charge is 0. The energy above the lowest of the compared OMol25 structures with the same formula, charge and spin comes out at 36.5 kcal per mole. Its HOMO energy is -9.88 eV.

Results of the natural (NBO) charge analysis, in e, for atoms 1 through 2: C -0.0023; N -0.3234


[5]
ORCA calculation (ωB97M-V/def2-TZVPD) on a gas-phase ion, C4H7N2 (charge +1) at a distorted geometry.

```
13
Properties=species:S:1:pos:R:3
C 2.22837 0.43975 -0.35030
C -0.94918 0.71444 -0.30034
C 1.17563 -0.65103 -0.22741
C -0.09161 -0.14917 0.48065
N 2.46416 1.42598 0.29742
N -2.11668 1.16507 -0.11743
H 2.89693 0.18942 -1.19130
H 0.92971 -1.06920 -1.20477
H 1.65001 -1.43461 0.37038
H 0.21377 0.39644 1.38676
H -0.65261 -1.05098 0.76760
H -2.72811 0.94516 0.68214
H -2.53302 1.80761 -0.79041
```

The net charge is +1. The energy above the lowest of the compared OMol25 structures with the same formula, charge and spin comes out at 129.5 kcal per mole. Its HOMO energy (spin up / spin down) is -13.30 / -15.52 eV.

Results of the natural (NBO) charge analysis, in e, for atoms 1 through 2: C -0.0573; C 0.6802


[6]
ORCA calculation (ωB97M-V/def2-TZVPD) on a gas-phase ion, C6H8N3O (charge +1) at a distorted geometry.

```
18
Properties=species:S:1:pos:R:3
C 2.50237 -0.06200 -0.21866
C 1.76171 -1.22869 -0.09183
C 2.02283 1.20897 -0.17775
C 0.40084 -1.44544 -0.07002
C 0.83781 1.55090 0.37601
C -1.81657 -0.25747 -0.19490
N -0.52013 -0.47916 -0.25339
N -0.26596 1.97049 0.49400
N -2.47647 -0.34034 0.95642
O -2.42733 0.32678 -1.19781
H 3.56359 -0.41112 -0.31652
H 2.42197 -2.20813 -0.15701
H 2.55156 2.09970 -0.46021
H -0.02587 -2.42834 -0.02878
H -0.99340 2.45278 0.90304
H -2.09109 0.34076 -2.20115
H -2.01737 -0.90109 1.67079
H -3.42851 -0.18859 0.96777
```

The net charge is +1. The energy above the lowest of the compared OMol25 structures with the same formula, charge and spin comes out at 77.7 kcal per mole. The structure (SMILES) is N=C=C/C=C\C=N\C(=[NH2+])O. Its HOMO energy is -12.17 eV.

Results of the natural (NBO) charge analysis, in e, for atoms 1 through 2: C -0.0228; C -0.3691


[7]
ORCA calculation (ωB97M-V/def2-TZVPD) on a single C4H5NO2S molecule at a distorted geometry.

```
13
Properties=species:S:1:pos:R:3
C 0.28544 -0.76844 -0.15225
C -0.78198 -1.55032 -0.39091
C 0.49295 0.63245 -0.42976
C 1.53279 1.23334 0.59468
N -1.94662 -1.17287 -1.02208
O -2.30871 0.49868 0.64760
O -0.01853 1.28079 -1.28627
S -2.84048 -0.03833 -0.57874
H 1.00968 -1.26899 0.48245
H -0.69422 -2.60336 -0.15239
H 2.13924 1.99106 0.07527
H 2.18140 0.40539 0.76344
H 0.94904 1.36060 1.44895
```

The net charge is 0. The energy above the lowest of the compared OMol25 structures with the same formula, charge and spin comes out at 71.9 kcal per mole. Its HOMO energy is -9.53 eV.

Results of the natural (NBO) charge analysis, in e, for atoms 1 through 2: C -0.3608; C 0.0474


[8]
ORCA calculation (ωB97M-V/def2-TZVPD) on 2 unconnected molecules or ions with the total composition C2H10N3 at a distorted geometry.

```
15
Properties=species:S:1:pos:R:3
C 1.16871 0.32416 -2.33492
N -0.26730 0.37949 -2.05662
H 1.65979 -0.50971 -1.84175
H 1.67136 1.29038 -2.14594
H 1.35210 0.19651 -3.40933
H -0.54519 1.37920 -2.19276
H -0.82977 -0.35375 -2.56334
H -0.39317 0.54301 -0.35501
N -0.31298 -0.80618 2.69666
C 0.02430 -0.19229 1.60912
N -0.66123 0.26669 0.56743
H 0.48930 -1.17661 3.31595
H -1.32446 -1.13709 2.90657
H 1.08485 -0.52818 1.38283
H -1.63235 0.62506 0.80529
```

The net charge is +1. The energy above the lowest of the compared OMol25 structures with the same formula, charge and spin comes out at 39.0 kcal per mole. Its HOMO energy is -13.49 eV.

Results of the natural (NBO) charge analysis, in e, for atoms 1 through 2: C -0.4331; N -0.8863


> net charge of number 7 (C4H5NO2S)?

0